The following is a quantum chemistry calculation of C34H39ClNO8RuSSb2Se4 as an isolated structure, from the Open Molecules 2025 dataset.

Output
Expectation value of S² = 8.8090
HOMO (spin up / spin down) = -1.3 / -1.7 eV
HOMO-LUMO gap (spin up / spin down) = 5.10 / 5.53 eV
Total charge = -2
Energy above the lowest of the compared OMol25 structures with the same formula, charge and spin = 425.8 kJ/mol
Multiplicity = 6

Atoms and positions in Å:
Ru 1.1213 -0.1310 1.9586
Se 4.1037 -4.8204 1.3760
Sb 3.1002 -3.2965 -0.2914
Se 2.9762 -1.0982 1.1472
Se 1.1223 -2.1888 1.0695
Se 4.0539 -5.0108 -1.8862
O 1.6542 1.7006 3.5575
Cl 1.6244 2.6081 2.4171
O 2.2068 1.8478 1.3062
O 2.4446 3.7641 2.6759
O 0.2852 3.0176 2.1012
O 2.2454 -0.9801 4.1306
C 1.7451 -1.5754 5.0618
C 0.5282 -1.0611 5.7930
C -0.5884 -2.1228 5.6181
C -0.5165 -2.9049 4.2858
C 0.4006 -4.1424 4.2555
C 1.9020 -3.8457 4.3417
N 2.1350 -2.8592 5.4023
H 0.2350 -0.1187 5.3331
H 0.7395 -0.8746 6.8499
H -1.5471 -1.6027 5.6580
H -0.5750 -2.8415 6.4469
H -0.2547 -2.1889 3.5063
H -1.5260 -3.2278 4.0221
H 0.2274 -4.6844 3.3221
H 0.0996 -4.7907 5.0906
H 2.2720 -3.4223 3.4113
H 2.4889 -4.7498 4.4995
H 1.7498 -3.1660 6.2853
C 2.6344 -2.2421 -3.7442
C 2.1202 -1.0601 -4.5105
C 2.2994 -0.9753 -5.8924
C 1.8784 0.1453 -6.5977
C 1.2770 1.1989 -5.9315
C 1.0889 1.1293 -4.5526
C 1.4968 0.0083 -3.8315
Sb 1.1907 -0.1191 -1.6335
C -0.8013 -1.0182 -2.0190
C -0.7862 -2.4044 -1.9166
C -1.9589 -3.1461 -1.9809
C -3.1737 -2.4965 -2.1424
C -3.1922 -1.1189 -2.2862
C -2.0164 -0.3654 -2.2439
C -2.1208 1.1163 -2.4802
C 1.4918 2.0235 -1.4944
C 0.4955 2.9302 -1.1376
C 0.7904 4.2699 -0.9121
C 2.0951 4.7137 -1.0438
C 3.0930 3.8124 -1.3901
C 2.8168 2.4676 -1.6086
C 3.9423 1.5155 -1.9202
H 3.1044 -3.0055 -4.3652
H 1.8547 -2.7371 -3.1651
H 3.3814 -1.9307 -3.0107
H 2.7854 -1.7993 -6.4053
H 2.0295 0.2015 -7.6706
H 0.9561 2.0795 -6.4775
H 0.6396 1.9726 -4.0405
H 0.1398 -2.9446 -1.7541
H -1.9088 -4.2245 -1.8869
H -4.1027 -3.0557 -2.1557
H -4.1348 -0.5988 -2.4352
H -1.1549 1.5454 -2.7342
H -2.5050 1.6263 -1.5907
H -2.8122 1.3166 -3.3022
H -0.5095 2.5858 -0.9555
H 0.0038 4.9470 -0.5999
H 2.3406 5.7514 -0.8506
H 4.1192 4.1591 -1.4590
H 4.8967 2.0422 -1.9576
H 3.7808 1.0074 -2.8741
H 4.0254 0.7520 -1.1406
C -6.0184 3.5266 -0.3233
C -4.9543 2.6944 0.3491
C -4.9839 1.3064 0.2852
C -3.9294 0.5500 0.7845
C -2.8531 1.1936 1.3726
C -2.8132 2.5835 1.4643
C -3.8668 3.3254 0.9545
S -1.3493 0.2937 1.6361
O -1.6969 -1.1123 1.5154
O -0.7679 0.5962 2.9662
O -0.4966 0.7694 0.5087
H -6.9489 2.9703 -0.4394
H -5.6671 3.8123 -1.3181
H -6.2162 4.4401 0.2386
H -5.8161 0.8064 -0.1987
H -3.9057 -0.5279 0.6952
H -1.9333 3.0543 1.8835
H -3.8271 4.4090 0.9810



The following is a quantum chemistry calculation of C34H39CoN5O4P2 as an isolated structure, from the Open Molecules 2025 dataset.

Output
Expectation value of S² = 3.7645
HOMO (spin up / spin down) = -8.4 / -8.4 eV
HOMO-LUMO gap (spin up / spin down) = 7.41 / 6.80 eV
Energy above the lowest of the compared OMol25 structures with the same formula, charge and spin = 0.0 kJ/mol
Multiplicity = 4

Atoms and positions in Å:
Co 0.5094 -1.9721 0.4294
C -1.4041 3.4230 2.9145
C -1.8406 2.3889 2.1585
C -1.2086 1.9155 0.8782
C 0.3260 1.9127 0.7532
C 1.0392 3.0159 0.0504
C 0.8172 4.3288 0.2167
C -0.0939 4.9759 1.2021
C -0.2322 4.2903 2.6129
C 0.8794 -3.9046 0.8464
H -1.8806 3.6484 3.8882
H -2.6913 1.8197 2.5382
H -1.6724 2.4090 0.0203
H -1.4818 0.8415 0.8023
H 0.7370 1.7558 1.7581
H 0.6075 1.0246 0.1525
H 1.8648 2.7039 -0.6140
H 1.3088 5.0277 -0.4724
H -1.0779 5.1744 0.7386
H 0.3242 5.9861 1.4072
H 0.6736 3.6964 2.8158
H -0.2352 5.1106 3.3649
H 0.0351 -3.9520 1.5526
H 1.8496 -3.9440 1.3614
H 0.8099 -4.6773 0.0681
P 1.7088 -1.6115 -1.1887
P -2.0986 -0.7976 -1.3720
N 3.0347 -0.4728 -1.5429
N 2.1586 -2.8243 -2.3877
N -2.0821 0.7525 -2.2810
N -3.5280 -1.3189 -2.4289
C 0.4399 -0.7686 -2.1834
C -0.8243 -1.6127 -2.3676
C 4.2384 -0.3908 -0.8407
C 5.1161 0.4167 -1.5659
C 4.4419 0.8166 -2.7605
C 3.1750 0.2709 -2.7199
C 2.5561 -4.1419 -2.1600
C 2.9587 -4.6980 -3.3786
C 2.7984 -3.6853 -4.3854
C 2.2895 -2.5611 -3.7550
C -2.8809 1.8435 -1.8879
C -2.7483 2.8696 -2.8277
C -1.8439 2.4098 -3.8314
C -1.4660 1.1176 -3.4851
C -4.0365 -0.7995 -3.6279
C -4.9420 -1.7066 -4.1749
C -4.9862 -2.8354 -3.2906
C -4.1078 -2.5771 -2.2443
H 0.8078 -0.5138 -3.1747
H 0.2511 0.1966 -1.6869
H -1.1086 -1.6886 -3.4303
H -0.7442 -2.6426 -1.9731
H 4.3399 -0.8742 0.1223
H 6.1166 0.6904 -1.2842
H 4.8113 1.4238 -3.5731
H 2.3639 0.3859 -3.4314
H 2.4922 -4.5694 -1.1675
H 3.3260 -5.7021 -3.5352
H 3.0266 -3.7269 -5.4459
H 1.9907 -1.6142 -4.1824
H -3.4521 1.7963 -0.9744
H -3.2486 3.8268 -2.7976
H -1.5205 2.9599 -4.7087
H -0.8008 0.4417 -4.0003
H -3.7289 0.1635 -3.9958
H -5.4856 -1.5619 -5.0919
H -5.5824 -3.7231 -3.4134
H -3.8342 -3.1633 -1.3814
O -1.2837 -1.2199 2.3527
C -0.1307 -1.0573 2.8470
O 0.9733 -1.0821 2.1583
C 0.0588 -0.8169 4.3418
C 1.3203 -0.3798 4.8371
C 1.4556 -0.0383 6.1785
C 0.3534 -0.1881 7.0393
C -0.8395 -0.7747 6.5942
C -1.0002 -1.0453 5.2444
N 0.2922 0.5050 8.2816
O 1.3053 1.1047 8.6996
O -0.8083 0.5075 8.8757
H 2.1903 -0.3012 4.1846
H 2.3707 0.3842 6.5634
H -1.6538 -0.9574 7.2838
H -1.9585 -1.4395 4.8880